Entry from the OMol25 dataset: a structure of composition H13O7Tl (ωB97M-V with the def2-TZVPD basis set).

Geometry (Å):
Tl -0.1500 -0.1019 0.0758
O -1.3118 -0.9567 1.5257
H -2.1447 -1.2139 1.9998
O 0.0148 1.6335 1.4185
H 0.5678 1.9377 2.1404
H -0.7712 2.2436 1.5326
O 0.3857 -2.0638 -0.7191
H -0.0986 -2.8717 -1.0618
H 1.3045 -2.3704 -0.6515
O 1.7039 0.4625 -0.9074
H 2.1893 0.2439 -1.7020
H 1.9603 1.3612 -0.7232
O 1.5682 -0.6888 1.4323
H 1.3242 -0.9939 2.2925
H 2.5388 -0.8107 1.4505
O -1.9295 -0.7256 -1.1107
H -2.3808 -0.5561 -1.9562
H -2.4792 -1.3485 -0.6641
O -0.7436 1.9685 -1.2620
H -0.5890 2.0405 -2.2303
H -0.9590 2.8107 -0.8800

Summary:
energy relative to the best compared isomer or geometry (same formula, charge and spin)	0.0	kcal per mole
largest force on an atom	3.13	eV Å⁻¹
charge	+2

Mulliken population analysis, charges in e, atoms 1 to 2:
1. Tl 2.224
2. O -0.862

---

Entry from the OMol25 dataset: a structure of composition H14LiO7 (ωB97M-V with the def2-TZVPD basis set).

Geometry (Å):
Li -0.0352 -0.1754 0.2688
O -0.3323 -1.1133 -1.5136
H -1.2737 -1.4418 -1.5600
H 0.0681 -1.7945 -1.9993
O 1.4757 1.3112 -0.5259
H 1.6730 1.9023 0.2060
H 1.4225 1.8310 -1.3012
O 0.3557 1.3216 2.6776
H -0.6338 1.1824 2.6593
H 0.5895 0.4546 2.9320
O 0.3395 0.5121 -3.4973
H 0.2031 0.0641 -2.6258
H 0.3726 -0.1173 -4.2344
O -1.4681 -1.2986 1.4646
H -2.3971 -1.1604 1.7256
H -1.2678 -2.1273 1.9211
O -1.3952 1.3592 0.0981
H -1.1616 1.9044 -0.6999
H -2.3193 1.1685 0.0962
O 1.5660 -1.0917 1.4609
H 2.4482 -1.0197 1.7132
H 1.7701 -1.6713 0.7341

Summary:
energy relative to the best compared isomer or geometry (same formula, charge and spin)	18.4	kcal per mole
largest force on an atom	3.20	eV Å⁻¹
charge	+1

Mulliken population analysis, charges in e, atoms 1 to 2:
1. Li 0.752
2. O -0.618

---

Entry from the OMol25 dataset: a cluster of 6 separate species, H14NO5 in total (ωB97M-V with the def2-TZVPD basis set).

Geometry (Å):
N -0.7199 -0.1380 -0.5433
H -0.3726 0.8232 -0.5372
H -0.8474 -0.4174 0.4445
H -1.5467 -0.2027 -1.1279
H 0.0610 -0.6618 -0.9698
H 3.5667 -2.0052 1.2940
H 3.9796 -1.3728 -0.0251
O 3.2096 -1.5321 0.5341
H 0.0665 3.5357 1.6675
H -0.4721 3.0750 0.3292
O -0.2038 2.7417 1.1928
H -0.5313 -1.6798 2.3886
H -0.8467 -0.3429 3.0417
O -0.9001 -0.8007 2.1952
H 1.3192 -2.6427 -2.1127
H 1.9584 -2.2151 -0.7773
O 1.1111 -2.2485 -1.2593
H -2.9991 2.7774 -1.7620
H -3.2908 1.3763 -2.1160
O -2.5415 1.9304 -1.8571

Summary:
energy relative to the best compared isomer or geometry (same formula, charge and spin)	16.5	kcal per mole
largest force on an atom	1.31	eV Å⁻¹
charge	+1

Mulliken population analysis, charges in e, atoms 1 to 2:
1. N -0.246
2. H 0.332

---

Entry from the OMol25 dataset: a cluster of 6 separate species, H14NO5 in total (ωB97M-V with the def2-TZVPD basis set).

Geometry (Å):
N -0.6744 -0.7574 1.4184
H -1.2162 -1.0708 2.2188
H 0.3302 -0.6075 1.5645
H -1.2203 0.0857 1.0691
H -0.6454 -1.5117 0.5991
H -1.5078 2.4381 0.7174
H -1.7818 1.5635 -0.4731
O -1.7959 1.5399 0.5033
H 1.9013 0.4397 1.0243
H 2.2086 1.1938 2.2989
O 1.4702 0.8655 1.7745
H -1.7618 -1.1873 -0.9967
H -0.5235 -2.1114 -1.3418
O -1.2931 -1.9940 -0.7468
H 1.1164 4.1936 -0.8568
H 1.0109 2.6829 -1.0616
O 0.8935 3.3706 -0.4049
H 1.3571 -2.5966 -3.0349
H 1.2861 -3.6784 -2.0124
O 0.8456 -2.8582 -2.2594

Summary:
energy relative to the best compared isomer or geometry (same formula, charge and spin)	31.0	kcal per mole
largest force on an atom	2.11	eV Å⁻¹
charge	+1

Mulliken population analysis, charges in e, atoms 1 to 2:
1. N -0.397
2. H 0.378

---

Entry from the OMol25 dataset: a cluster of 6 separate species, H14NO5 in total (ωB97M-V with the def2-TZVPD basis set).

Geometry (Å):
N 0.5559 -0.1811 -0.2646
H 0.5702 0.3593 0.6374
H 0.6354 -1.1337 0.0891
H 1.3207 0.0746 -1.0112
H -0.3991 0.1664 -0.6889
H -3.9619 -0.2182 1.3346
H -4.3268 0.2087 -0.1120
O -3.5801 -0.0919 0.4447
H 1.2825 1.8653 2.3479
H 0.7027 1.0842 3.5986
O 1.3101 0.9933 2.8474
H 1.3379 -3.7744 -0.4506
H -0.0976 -3.5192 -0.6816
O 0.7181 -2.9958 -0.4603
H -1.6619 2.2079 -1.8708
H -2.4470 1.0360 -1.4148
O -1.5730 1.3997 -1.3046
H 3.6765 0.3444 -0.5388
H 2.9954 1.5634 -1.2386
O 2.9420 0.6110 -1.2627

Summary:
<S²>	0.756
spin multiplicity	2
energy relative to the best compared isomer or geometry (same formula, charge and spin)	30.5	kcal per mole
largest force on an atom	3.77	eV Å⁻¹
charge	+2

Mulliken population analysis, charges in e, atoms 1 to 2:
1. N -0.377
2. H 0.294

---

Entry from the OMol25 dataset: a structure of composition H14O27S5Zn4 (ωB97M-V with the def2-TZVPD basis set).

Geometry (Å):
Zn -20.9804 -10.5145 19.7929
Zn -19.6960 -14.2438 17.0462
Zn -17.5119 -9.7795 14.6996
Zn -16.3338 -11.6550 18.8828
S -14.7845 -9.8571 16.5742
O -14.9977 -10.8706 17.6296
O -13.8578 -10.3352 15.5607
O -16.1160 -9.6327 15.9176
O -14.2922 -8.5972 17.1508
S -16.5144 -14.7425 17.8477
O -16.0014 -13.4163 18.2783
O -17.7864 -14.4153 17.1396
O -15.6254 -15.3928 16.8962
O -16.7749 -15.6280 18.9827
S -19.1741 -11.0748 17.1772
O -19.7331 -12.3421 16.6840
O -19.9657 -10.3722 18.1523
O -17.8780 -11.3713 17.7541
O -18.9221 -10.2540 15.9521
S -18.0461 -10.3870 21.4672
O -17.9502 -11.4505 22.4570
O -17.6644 -9.0908 22.0599
O -17.2093 -10.7262 20.3106
O -19.4492 -10.2031 20.9286
S -20.7604 -13.7134 20.1563
O -21.3541 -12.3600 20.1021
O -19.7743 -13.7272 21.2168
O -21.9002 -14.6467 20.3223
O -20.1417 -14.0323 18.8520
O -21.9228 -14.2626 16.8033
H -22.1002 -14.0651 15.8763
H -22.7607 -14.1172 17.2595
O -22.6671 -10.4948 18.5478
H -23.0241 -10.4795 17.6546
H -23.3496 -10.0772 19.0941
O -21.5863 -10.3686 13.8175
H -20.7218 -10.2632 14.2341
H -22.2026 -10.3655 14.5535
O -19.7431 -14.6706 14.9035
H -18.9952 -14.6554 14.2969
H -20.4914 -14.3460 14.3901
O -17.1335 -11.9570 14.7055
H -16.9073 -12.8580 14.4556
H -17.4078 -12.0057 15.6449
O -21.2516 -8.3345 19.6564
H -21.6795 -7.8670 20.3873
H -21.6133 -7.9365 18.8587
O -20.8140 -8.0767 16.1111
H -21.5937 -8.1026 16.6692
H -20.4463 -8.9797 16.1567

Summary:
E	-303363.755	eV
largest force on an atom	4.76	eV Å⁻¹
charge	-2

Mulliken population analysis, charges in e, atoms 1 to 2:
1. Zn 0.515
2. Zn 0.468